{"formula": "C16H52BF4N3O8", "method": "ωB97M-V/def2-TZVPD", "charge": 0, "orbital_gap_ev": 7.59, "homo_energy_ev": -8.085, "elements": ["H", "H", "O", "H", "H", "F", "H", "H", "H", "H", "H", "H", "H", "C", "C", "H", "F", "H", "C", "H", "C", "H", "H", "H", "H", "H", "C", "H", "H", "C", "C", "H", "H", "H", "H", "O", "H", "H", "O", "H", "H", "N", "C", "H", "H", "H", "H", "H", "H", "O", "C", "C", "O", "N", "C", "H", "H", "O", "H", "C", "H", "F", "C", "H", "H", "O", "N", "C", "H", "H", "C", "H", "O", "H", "H", "B", "H", "H", "F", "H", "H", "H", "C", "H"], "positions_angstrom": [[-9.46003, 21.94952, -20.69783], [-6.63640, 18.91054, -15.79020], [-9.49366, 20.06092, -17.00137], [-14.19075, 22.18471, -12.81526], [-14.04841, 24.78679, -21.26655], [-9.07752, 16.40120, -14.34429], [-9.45996, 14.98766, -20.09613], [-11.78924, 20.45413, -15.21871], [-5.20460, 21.37744, -19.24919], [-14.15598, 20.75591, -15.02535], [-9.50124, 15.68536, -22.37261], [-9.77755, 16.81041, -18.42218], [-10.68293, 20.02197, -20.01179], [-11.65348, 15.71290, -22.74546], [-10.62201, 22.89664, -15.29594], [-7.29762, 21.16399, -15.06726], [-8.68228, 18.63788, -14.33028], [-11.47699, 22.43620, -18.50880], [-11.96244, 23.25901, -14.67642], [-12.99261, 23.79346, -22.25526], [-9.99388, 22.54549, -19.95060], [-11.21873, 17.76469, -18.55009], [-6.46344, 20.38008, -19.39069], [-9.86716, 23.70086, -15.20794], [-14.15200, 17.69422, -14.96485], [-9.87749, 20.30813, -17.92451], [-6.11971, 21.14688, -18.68537], [-10.86440, 22.93868, -16.38378], [-11.54087, 15.57400, -23.82080], [-10.82205, 16.76668, -18.74507], [-13.37696, 19.87116, -13.27520], [-15.74277, 21.52312, -13.32078], [-12.40628, 24.19576, -15.01448], [-8.63416, 21.57178, -14.17350], [-9.27323, 22.62210, -19.12924], [-12.92795, 23.39508, -20.25255], [-7.35310, 22.54746, -14.22841], [-15.55039, 18.68181, -14.54756], [-6.80289, 20.31898, -16.45287], [-14.51816, 23.12937, -21.60898], [-11.40187, 16.13514, -18.06382], [-12.47276, 19.77444, -15.56736], [-13.66234, 23.77572, -21.38442], [-5.63200, 18.31259, -14.67034], [-9.91133, 20.69796, -16.34114], [-10.99445, 13.21481, -22.28996], [-11.74535, 19.92206, -18.89240], [-12.89170, 18.97740, -12.87123], [-12.68229, 22.48371, -14.95973], [-6.38321, 18.06637, -15.22930], [-14.96497, 21.46286, -12.54509], [-5.74746, 20.62022, -17.31990], [-10.14180, 21.64698, -14.93588], [-10.18096, 13.78767, -22.48243], [-12.48091, 22.06695, -20.30211], [-11.91006, 23.19302, -13.58456], [-13.27989, 21.37689, -19.99882], [-14.49976, 20.13633, -12.44002], [-6.77031, 22.02031, -18.69390], [-10.42873, 15.26206, -20.53143], [-12.22860, 21.80890, -21.34384], [-10.59858, 17.74236, -15.35803], [-10.41391, 15.17952, -22.04163], [-11.07655, 14.44614, -20.15665], [-10.12405, 23.56234, -20.31618], [-10.94720, 16.48974, -20.11383], [-10.92689, 20.48476, -19.13363], [-14.63057, 18.66292, -15.13524], [-12.58017, 15.30768, -22.33910], [-10.01278, 13.78916, -23.47835], [-11.25766, 21.87591, -19.42436], [-12.62217, 20.65428, -13.11271], [-7.60672, 21.61465, -14.21646], [-14.93314, 18.68968, -16.18291], [-8.51258, 20.02699, -16.92207], [-9.24028, 17.59202, -15.08605], [-6.22012, 17.29126, -15.78851], [-5.05980, 21.32434, -16.82823], [-8.51057, 17.47198, -16.30912], [-11.75797, 16.80118, -22.65682], [-15.48482, 21.71407, -11.62046], [-11.97794, 18.91964, -15.27391], [-13.70339, 19.79106, -14.75688], [-5.13600, 19.72487, -17.53566]], "atomic_forces_ev_per_a": [[-0.347, 0.011, -0.253], [-0.562, 1.612, -0.879], [-0.604, 0.097, -0.459], [0.164, -0.037, 0.311], [0.113, -0.008, 0.343], [0.229, 0.155, -0.259], [0.236, 0.554, -0.162], [-0.419, 0.340, 0.026], [0.143, 0.581, 0.520], [-0.423, -0.150, 0.166], [-0.276, 0.433, -0.160], [0.005, -0.310, 0.023], [0.507, 0.232, 0.035], [0.207, 1.480, 0.185], [-0.254, 0.339, -1.344], [0.322, -0.466, -1.013], [-0.358, 0.598, -0.213], [-0.172, -0.521, 0.261], [-0.243, -0.737, 0.692], [-0.162, -0.107, -0.090], [0.764, -0.079, 0.192], [-0.034, 0.037, -0.266], [-0.847, -0.117, 0.601], [-0.096, 0.064, 0.463], [0.057, 0.031, 0.046], [-0.200, -0.422, -0.266], [0.500, -0.159, -1.179], [0.326, -0.164, -0.046], [-0.259, -0.470, 0.016], [0.148, 0.680, 0.744], [0.235, 0.115, 0.635], [0.132, 0.088, -0.103], [0.354, 0.211, 0.097], [-1.643, -0.008, -1.054], [-0.095, 0.016, 0.066], [0.027, 0.212, 0.536], [-0.015, 0.013, -0.108], [0.087, 0.060, 0.141], [-0.802, -1.027, 1.100], [0.103, -0.184, 0.180], [0.135, -0.470, -0.315], [0.478, -1.123, 0.607], [0.117, 0.215, -0.684], [0.124, -0.329, -0.013], [0.296, 0.376, 1.426], [-0.034, -0.012, -0.108], [-0.101, 0.463, 0.669], [-0.300, -0.286, -0.297], [0.091, 0.004, -0.074], [0.719, -0.093, 0.352], [-0.983, -0.325, -0.475], [0.571, -0.203, 0.078], [1.048, -0.331, 0.107], [0.298, 0.072, 0.828], [-0.011, -0.554, -0.784], [-0.005, 0.376, -0.010], [-0.021, 0.026, 0.124], [0.348, 0.047, 0.056], [-0.063, -0.068, 0.070], [-0.842, -1.376, 0.487], [0.050, -0.058, 0.007], [0.385, 0.131, -0.107], [0.471, -0.543, -0.865], [-0.172, 0.088, -0.057], [-0.349, -0.089, -0.100], [0.057, 0.448, -0.320], [-0.428, -0.759, -0.601], [-0.267, -0.384, 0.056], [0.056, -0.367, -0.201], [-0.083, -0.131, -0.034], [0.104, 1.276, 0.189], [-0.107, 0.144, -0.201], [0.407, 0.079, 0.705], [0.203, 0.182, -0.055], [0.649, 0.286, 0.132], [-0.067, -1.210, 0.658], [-0.197, -0.100, 0.061], [-0.035, 0.097, -0.113], [0.032, 0.069, -0.222], [0.096, -0.063, 0.316], [0.355, 0.132, 0.160], [-0.284, 0.192, -0.699], [0.432, 1.213, -0.551], [-0.027, -0.038, 0.268]]}